Here is C62H46ClNO2P3SSiY as an isolated structure from OMol25. Energies are from ωB97M-V/def2-TZVPD.

```
118
Properties=species:S:1:pos:R:3:forces:R:3:mulliken_charge:R:1
Y 0.579 1.490 -0.572 0.0 0.2 0.4 0.97
C -3.155 0.797 -3.156 0.1 0.2 0.0 -1.71
C -3.484 -0.461 -2.862 0.0 -0.3 0.2 -0.89
C -3.239 -1.191 -1.595 -0.1 0.1 -0.3 -0.05
C -2.750 -0.698 -0.454 0.1 0.3 0.1 0.35
C -2.285 0.735 -0.381 0.0 -0.2 0.0 -0.50
C -2.456 1.722 -2.202 0.0 0.0 0.0 -0.58
P -2.302 -1.689 1.030 0.0 0.0 0.0 0.75
C -3.871 -2.470 1.561 0.0 0.0 0.0 0.32
C -3.779 -3.307 2.677 0.0 0.0 0.0 -0.26
C -4.904 -3.931 3.191 0.0 0.0 0.0 -0.68
C -6.148 -3.711 2.610 0.0 0.0 0.0 -0.54
C -6.253 -2.866 1.517 0.0 0.0 0.0 -0.78
C -5.120 -2.251 0.992 0.0 0.0 0.0 -0.42
C -1.408 -3.083 0.234 0.1 0.0 0.0 0.56
C -2.052 -4.243 -0.187 0.0 0.0 0.0 -0.55
C -1.346 -5.243 -0.846 -0.1 0.0 0.0 -0.99
C 0.009 -5.082 -1.076 0.0 0.0 0.0 -0.90
C 0.658 -3.933 -0.640 -0.1 0.0 0.0 -0.17
C -0.021 -2.909 0.028 -0.1 -0.1 0.0 0.21
Si 0.878 -1.297 0.576 0.1 -0.2 0.0 0.29
C 2.700 -1.730 0.112 0.1 -0.1 0.0 0.19
C 3.581 -2.415 0.967 -0.1 0.1 -0.1 -0.24
C 4.847 -2.799 0.554 0.0 0.0 0.0 -0.99
C 5.272 -2.525 -0.742 0.0 -0.1 0.1 -0.82
C 4.435 -1.844 -1.603 0.0 0.1 0.0 -0.34
C 3.166 -1.433 -1.183 0.1 0.0 0.1 0.47
P 2.079 -0.462 -2.287 0.3 0.3 0.0 1.64
C 3.250 0.518 -3.292 -0.1 -0.2 -0.1 0.77
C 4.215 1.282 -2.636 0.0 0.0 0.0 -0.69
C 5.002 2.180 -3.338 0.0 -0.1 0.0 -0.68
C 4.832 2.329 -4.709 0.0 0.0 0.0 -0.65
C 3.872 1.575 -5.368 0.0 0.0 0.1 -0.75
C 3.083 0.675 -4.663 0.0 0.0 0.0 -0.77
C 1.325 -1.668 -3.412 -0.2 0.1 0.1 -0.14
C 2.051 -2.453 -4.304 0.0 -0.1 0.0 -0.28
C 1.404 -3.409 -5.070 0.0 0.0 0.0 -0.79
C 0.029 -3.589 -4.949 0.0 0.0 0.0 -0.89
C -0.699 -2.805 -4.068 0.0 0.0 0.0 -0.54
C -0.052 -1.844 -3.303 0.0 0.0 -0.1 0.33
C 0.905 -1.401 2.491 0.0 0.0 0.0 0.45
C 0.929 -2.614 3.189 0.0 0.0 0.0 0.01
C 0.996 -2.652 4.574 0.0 0.0 0.0 -0.92
C 1.047 -1.470 5.307 0.0 0.0 0.0 -0.78
C 1.012 -0.255 4.645 0.0 0.1 -0.1 -0.99
C 0.938 -0.221 3.251 0.0 0.0 0.1 -0.46
P 0.687 1.328 2.342 -0.2 0.1 -0.1 2.53
C -0.161 2.483 3.451 0.0 0.0 0.0 0.00
C 0.490 3.416 4.253 0.0 0.0 0.0 -0.23
C -0.245 4.304 5.027 0.0 0.0 0.0 -0.72
C -1.633 4.261 5.009 0.0 0.0 0.0 -0.62
C -2.289 3.327 4.219 0.0 0.0 0.0 -0.56
C -1.555 2.446 3.439 0.0 0.0 0.0 -0.31
C 2.307 2.080 1.982 0.1 -0.2 -0.2 -1.04
C 2.377 3.398 1.504 0.0 0.0 -0.1 0.11
C 3.563 3.889 0.970 -0.1 0.0 0.0 -0.71
C 4.688 3.077 0.897 0.0 0.0 0.0 -0.51
C 4.623 1.768 1.353 0.0 0.0 0.0 -0.64
C 3.440 1.267 1.880 0.0 0.0 0.1 -0.29
H -3.397 1.197 -4.132 0.0 0.0 0.0 0.47
H -3.982 -1.035 -3.637 0.0 0.0 0.0 0.48
H -3.474 -2.252 -1.622 0.0 0.0 0.0 0.49
H -1.770 0.932 0.563 0.0 -0.1 0.0 -0.60
H -2.070 2.619 -2.675 0.0 0.0 0.0 1.19
H -2.813 -3.470 3.143 0.0 0.0 0.0 0.40
H -4.814 -4.583 4.050 0.0 0.0 0.0 0.41
H -7.029 -4.192 3.013 0.0 0.0 0.0 0.38
H -7.219 -2.683 1.064 0.0 0.0 0.0 0.42
H -5.218 -1.597 0.137 0.0 0.0 0.0 0.36
H -3.112 -4.372 0.000 0.0 0.0 0.0 0.46
H -1.857 -6.139 -1.177 0.0 0.0 0.0 0.40
H 0.569 -5.854 -1.591 0.0 0.0 0.0 0.44
H 1.720 -3.836 -0.829 0.0 0.0 0.0 0.46
H 3.266 -2.655 1.977 0.0 0.0 0.0 0.41
H 5.503 -3.321 1.240 0.0 0.0 0.0 0.42
H 6.256 -2.835 -1.073 0.0 0.0 0.0 0.41
H 4.779 -1.602 -2.601 0.0 0.0 0.0 0.36
H 4.352 1.179 -1.565 0.0 0.0 0.1 0.37
H 5.745 2.767 -2.814 0.0 0.0 0.0 0.44
H 5.443 3.034 -5.259 0.0 0.0 0.0 0.38
H 3.722 1.695 -6.433 0.0 0.0 0.0 0.42
H 2.317 0.114 -5.185 0.0 0.0 0.0 0.49
H 3.121 -2.315 -4.403 0.0 0.0 0.0 0.42
H 1.970 -4.016 -5.765 0.0 0.0 0.0 0.44
H -0.471 -4.339 -5.548 0.0 0.0 0.0 0.39
H -1.770 -2.941 -3.972 0.0 0.0 0.0 0.39
H -0.616 -1.227 -2.614 0.0 0.0 0.0 -0.22
H 0.879 -3.545 2.634 0.0 0.0 0.0 0.50
H 1.005 -3.605 5.089 0.0 0.0 0.0 0.44
H 1.100 -1.499 6.388 0.0 0.0 0.0 0.43
H 1.017 0.670 5.211 0.0 0.0 0.0 0.47
H 1.572 3.454 4.272 0.0 0.0 0.0 0.46
H 0.268 5.029 5.646 0.0 0.0 0.0 0.44
H -2.204 4.961 5.606 0.0 0.0 0.0 0.41
H -3.370 3.298 4.189 0.0 0.0 0.0 0.48
H -2.069 1.730 2.806 0.0 0.0 0.0 0.28
H 1.498 4.031 1.544 0.0 0.0 0.0 0.25
H 3.602 4.907 0.604 0.0 0.0 0.0 0.46
H 5.608 3.463 0.478 0.0 0.0 0.0 0.43
H 5.492 1.123 1.289 0.0 0.0 0.0 0.38
H 3.397 0.241 2.223 0.0 0.0 0.0 0.29
Cl -5.667 5.998 1.068 0.1 -0.1 0.0 -0.26
C -4.179 5.132 0.771 0.0 0.0 0.0 0.08
C -2.969 5.665 1.184 0.0 0.0 0.0 -0.77
C -1.806 4.954 0.953 -0.1 0.1 0.1 -0.44
C -1.809 3.707 0.313 0.1 -0.1 0.1 -0.36
O -0.672 3.049 0.176 0.0 0.1 -0.2 0.07
C -3.048 3.187 -0.121 -0.1 0.0 -0.1 0.15
C -3.200 1.875 -0.852 0.1 0.0 0.0 -0.17
O -1.378 0.982 -1.529 -0.3 -0.3 0.0 1.27
C -4.211 3.912 0.125 -0.1 0.0 0.0 -1.05
H -2.941 6.622 1.687 0.0 0.0 0.0 0.44
H -0.851 5.344 1.287 0.0 0.0 0.0 0.46
H -4.253 1.606 -0.909 0.0 0.0 0.0 0.71
H -5.167 3.513 -0.196 0.0 0.0 0.0 0.45
S -0.210 2.344 -5.053 0.0 0.0 0.0 -0.44
C 0.449 2.531 -3.591 0.0 0.1 -0.1 0.51
N 0.908 2.653 -2.513 0.2 0.0 -0.1 -0.82
```
Positions in Å, forces in eV/Å.

The value obtained for the energy relative to the best compared isomer or geometry (same formula, charge and spin) is 46.3 kcal per mole. The value obtained for the gap between HOMO and LUMO is 6.361 eV. Its total energy is -4805.8591 a.u.